Entry 1:
ORCA calculation (ωB97M-V/def2-TZVPD) on a molecular structure, C28H29F10N8O3SSr in a non-equilibrium geometry.

Geometry as XYZ:
```
80
Properties=species:S:1:pos:R:3:forces:R:3:lowdin_charge:R:1
H -0.5396 0.0332 3.0473 0.16 0.14 0.26 0.07
H -5.7141 -3.0481 -2.7496 -0.01 -0.03 -0.14 0.11
F 3.9746 4.7434 4.0041 -0.11 -0.13 -0.19 0.06
C 1.8148 4.1433 1.1063 -0.04 -0.15 -0.08 -0.13
H -3.3336 -2.7669 -2.1033 0.04 0.01 -0.14 0.11
C 4.2200 -1.2195 -4.0555 0.39 -0.11 0.12 -0.17
H -2.5412 -0.6342 -2.1890 0.00 -0.09 -0.09 0.06
H -8.4696 -3.6406 -0.3039 -0.05 -0.03 0.03 0.07
H -0.2144 -5.0163 1.8935 0.01 0.07 -0.10 0.08
N -1.3874 0.9450 -1.4717 -0.43 0.25 -0.21 -0.30
S -2.0730 -2.3813 0.5039 -3.05 -2.11 0.15 0.42
C 2.0447 2.1314 2.3245 0.19 0.00 -0.06 -0.15
N -0.2025 -0.8200 2.6288 -0.08 -0.24 0.67 0.04
C -0.6750 1.0219 -2.7374 0.38 -0.26 -0.29 -0.19
C 5.1561 -1.3792 -3.0464 -0.12 0.06 -0.03 -0.17
H -3.1659 0.1243 -0.7381 -0.09 0.12 -0.08 0.07
H -0.6126 3.9055 0.0344 -0.07 -0.13 -0.21 0.12
H 1.2728 -2.9008 -0.1054 0.02 -0.18 -0.11 0.07
C -7.8602 -3.2806 -1.1298 0.06 0.05 0.00 -0.06
C 2.3819 -0.6749 -2.4634 0.99 -0.30 -0.58 -0.22
C -3.7445 -2.8152 -0.0232 0.50 0.16 0.09 -0.25
N 0.6474 -2.9336 3.0121 -0.11 -0.38 0.29 0.14
C 2.9042 -0.9058 -3.7860 -0.09 0.08 0.09 -0.13
C 0.0854 -0.2741 -3.0147 0.09 0.29 -0.25 -0.24
O -1.7664 -3.3212 1.5691 -0.29 0.31 -0.03 -0.31
C -0.6328 -0.4873 5.3776 -0.05 -0.06 -0.06 -0.07
H -0.0303 0.4289 5.3236 0.01 -0.01 0.00 0.10
C 4.7215 -1.1550 -1.7390 0.23 -0.09 -0.18 -0.16
O -2.2392 -0.9996 0.9344 -0.70 -0.05 0.36 -0.46
C 2.6640 4.7729 1.9945 0.12 -0.01 0.28 -0.17
N 1.1623 -0.4104 -2.0610 -0.47 0.03 0.29 -0.07
H -0.8563 -0.7004 6.4238 0.00 0.09 -0.02 0.09
H 0.0716 1.8149 -2.6878 -0.09 -0.03 -0.04 0.11
F 3.1008 -0.4996 -0.1868 -0.01 -0.13 -0.41 0.04
F 1.4354 4.9115 0.0381 0.12 -0.18 0.22 0.03
O -1.2094 -2.5035 -0.6613 -0.07 -0.19 -0.42 -0.41
C 2.8877 2.7546 3.2137 0.02 0.20 0.08 -0.16
H -3.3315 0.9482 -2.3190 0.05 -0.01 0.02 0.10
C 3.1940 4.1082 3.0935 -0.02 -0.04 -0.18 -0.17
C -2.6770 0.3196 -1.6895 -0.39 -0.01 -0.08 -0.11
N 0.4382 2.1528 0.5522 -0.48 -0.72 -0.25 -0.04
H 0.4043 -3.7030 3.6194 0.04 0.14 -0.04 0.15
H -7.9729 -3.9610 -1.9716 -0.07 -0.04 -0.05 0.08
Sr -0.0458 -0.5097 0.2369 2.59 3.24 -1.33 1.48
F 4.5972 -1.3866 -5.3447 -0.04 -0.03 0.33 0.08
N 0.6462 -4.6682 1.4890 0.06 -0.01 0.12 0.13
H 1.7966 -2.7697 5.1212 0.02 -0.02 0.05 0.08
F 6.4394 -1.7265 -3.3242 -0.24 0.06 0.11 0.06
F 1.8452 0.8017 2.5262 -0.09 0.28 -0.19 0.04
H -8.2436 -2.3060 -1.4353 -0.08 0.01 -0.02 0.08
N 1.2046 -2.4786 0.8130 0.66 -0.36 0.22 0.02
H -1.5727 -0.3274 4.8523 -0.03 -0.01 0.02 0.09
H -1.3672 1.2465 -3.5685 -0.02 0.06 0.10 0.12
C -1.5893 2.2443 -0.8505 0.40 0.44 0.21 -0.20
F 2.1257 -0.8240 -4.9115 0.01 0.01 0.24 0.02
H -6.7872 -3.2516 1.3731 -0.05 -0.02 0.07 0.11
F 5.6014 -1.3131 -0.7261 -0.22 0.15 -0.20 0.09
F 3.3970 2.0399 4.2430 -0.04 0.19 -0.16 0.08
N 0.0537 -1.6397 4.8327 -0.10 -0.10 -0.13 -0.17
H 0.8697 -2.3889 6.5922 0.11 -0.01 -0.01 0.08
C 0.1659 -1.7082 3.4429 -0.23 0.26 0.58 -0.43
H 0.4145 -0.2317 -4.0521 -0.15 -0.09 0.05 0.10
H -2.1962 2.0804 0.0440 -0.14 0.06 -0.02 0.12
C 1.2095 -2.0084 5.6259 0.13 -0.03 0.18 -0.07
H 0.6845 -4.9061 0.5048 -0.02 0.05 0.17 0.10
C -4.1043 -2.8659 -1.3545 0.23 0.01 -0.16 -0.06
H 0.3188 3.1856 -1.2820 -0.21 0.08 0.04 0.10
C -4.7086 -2.9646 0.9555 0.03 -0.01 0.18 -0.05
C -6.4168 -3.1600 -0.7327 0.02 -0.03 -0.07 -0.28
H -0.5803 -1.1374 -2.9057 -0.23 -0.01 -0.17 0.10
H 1.8534 -1.1370 5.7967 0.06 -0.04 0.02 0.09
F 2.9747 6.0727 1.7873 -0.03 -0.29 0.12 0.08
C 1.3707 2.7783 1.2405 0.37 0.76 0.52 -0.23
C 3.4237 -0.7827 -1.4800 -0.05 0.07 0.20 -0.15
C -6.0355 -3.1426 0.6033 0.06 0.03 -0.01 -0.04
C -5.4322 -3.0326 -1.7068 -0.05 -0.02 0.12 -0.04
H -4.3972 -2.9299 1.9885 -0.08 -0.01 0.16 0.11
H -2.1348 2.9231 -1.5354 -0.05 -0.10 0.12 0.13
C -0.3041 2.9437 -0.4086 0.01 0.06 0.02 -0.26
C 0.7927 -3.2943 1.6868 0.83 -0.94 -0.12 -0.55
```
Forces are in eV/Å.

As for the energy above the lowest of the compared OMol25 structures with the same formula, charge and spin: 38.0 kcal/mol. Its frontier orbital gap is 5.9 eV. As for the charge: -1. The value obtained for the highest occupied orbital energy is -3.87 eV.

=====

Entry 2:
ORCA calculation (ωB97M-V/def2-TZVPD) on a molecular structure, C28H29FLiN6O6S2.

Geometry as XYZ:
```
73
Properties=species:S:1:pos:R:3:forces:R:3:lowdin_charge:R:1
H 0.5190 1.7102 4.8651 0.02 0.02 -0.01 0.07
C -0.5134 3.1418 3.6480 -0.01 0.05 0.02 -0.14
C -2.5713 0.1956 -4.1406 0.00 -0.03 -0.02 0.02
H -0.5001 -7.1576 -6.7927 -0.02 -0.04 -0.02 0.14
O 1.2996 -0.9797 -1.1740 0.09 -0.29 -0.47 -0.42
H -1.2746 -0.0905 -6.9581 0.00 -0.01 0.01 0.08
C -1.5693 -4.4774 -2.9017 -0.11 0.03 0.01 -0.19
H -1.9181 -0.4352 3.0297 0.01 0.00 0.01 0.12
C -1.6050 -1.4169 2.6886 0.05 -0.02 0.10 -0.13
H -3.8019 -1.7591 -6.4445 0.01 -0.01 0.00 0.11
H -2.7327 1.0967 -4.7204 -0.04 0.01 0.02 0.14
H -2.8282 -2.5130 4.0880 0.01 0.00 0.01 0.11
N -0.7181 -1.4333 1.7071 -0.24 -0.15 -0.28 0.06
O 1.6446 -2.8585 -2.7001 0.08 -0.03 0.05 -0.37
O 0.5250 -0.8447 -3.4963 0.09 -0.08 0.01 -0.33
H 0.2058 -8.3584 -5.6732 0.00 0.00 0.04 0.14
C -0.6054 -7.6495 -5.8279 0.03 -0.01 -0.01 -0.09
C -0.7364 -3.8207 1.7671 0.01 0.02 -0.06 -0.02
H -3.9662 -8.1311 -6.1903 0.00 0.00 0.04 0.13
C 0.2275 2.0085 3.8667 0.01 -0.09 0.04 -0.17
H -2.5686 -3.4671 -5.9517 0.01 0.00 0.00 0.11
C -0.7335 -6.6454 -4.7038 0.04 0.13 -0.13 -0.15
C -0.4529 2.6319 1.3351 0.00 -0.06 0.00 -0.18
C -3.1159 -6.4866 -5.0312 0.10 0.00 0.10 -0.15
C -0.3015 -2.6106 1.2520 0.15 0.00 0.03 -0.15
H 0.1761 -6.0481 -4.6456 0.01 0.00 0.04 0.16
C -2.3446 -3.3969 -4.8958 0.10 0.04 -0.04 0.05
C -2.1071 -2.5684 3.2842 -0.04 0.12 -0.01 -0.01
H -1.8571 -9.2003 -6.5277 0.00 0.03 -0.06 0.18
H -2.2094 -0.9601 -8.1884 0.00 0.01 0.00 0.07
H -0.3777 -4.7592 1.3659 0.02 0.00 0.02 0.11
C -2.3928 -2.1752 -4.2108 -0.09 -0.04 0.03 -0.13
C 0.6584 1.1912 2.7849 0.07 0.02 -0.13 -0.87
Li -0.0278 0.1840 -0.5765 -0.11 0.57 0.80 0.59
C -1.7089 1.6992 -2.3844 -0.01 0.12 -0.08 -0.64
C 3.0482 -0.6959 -3.0351 0.20 0.03 -0.03 -0.16
N 0.2661 1.5180 1.5232 0.02 -0.09 0.01 0.01
O -0.7729 1.6677 -1.5494 -0.12 0.00 -0.13 -0.08
N -1.8988 -8.4299 -5.8643 0.00 0.13 0.05 0.05
H 0.4257 -2.5725 0.4458 0.00 0.00 0.02 0.10
H -1.3055 -3.2360 -1.1759 -0.02 0.01 -0.01 0.13
C -1.6095 -3.3015 -2.2126 0.00 -0.04 0.00 0.09
O -2.2470 2.6753 -2.9294 0.03 -0.05 0.07 -0.02
N -2.7556 -0.9913 -4.8146 -0.02 0.02 -0.03 -0.04
C -1.8987 -0.9651 -7.1414 0.02 0.01 -0.01 -0.07
S 1.5007 -1.4110 -2.5680 -0.30 -0.09 0.03 0.39
H -1.2814 -1.8457 -6.9627 0.00 0.00 0.00 0.07
C -2.1671 0.3194 -2.8641 0.15 -0.12 -0.10 -0.04
H 3.2942 -1.0521 -4.0341 0.02 0.02 0.01 0.05
H -0.8293 -7.1843 -3.7500 0.00 -0.01 0.00 0.13
H 2.9278 0.3853 -3.0338 0.01 -0.01 0.03 0.06
N -1.8570 -5.7719 -4.9884 -0.04 -0.02 -0.03 -0.10
H -2.8789 -7.0449 -7.1010 0.01 -0.03 -0.02 0.14
N -2.5839 -6.0115 3.7863 0.00 -0.03 0.00 0.12
C -1.9110 -4.5405 -4.2482 -0.06 -0.03 0.06 -0.17
O -1.6965 -0.9343 -0.8986 -0.05 0.05 -0.11 0.01
C -0.8596 3.4879 2.3417 -0.01 -0.01 0.01 -0.12
H 3.8092 -0.9954 -2.3176 -0.01 -0.01 -0.01 0.06
H -3.9210 -5.7831 -5.2349 -0.01 -0.01 0.00 0.14
F -1.2027 -5.6217 -2.2589 -0.01 -0.05 0.00 0.05
C -3.1144 -0.9393 -6.2219 0.11 0.00 -0.01 -0.21
H -1.4323 4.3768 2.1109 -0.01 -0.01 0.00 0.08
H -3.3481 -6.9861 -4.0723 -0.02 0.00 0.00 0.14
H -2.0343 -8.8290 -4.9316 0.01 -0.10 -0.02 0.18
S 1.6770 -0.1681 3.0966 0.08 0.16 0.04 0.38
H -0.8186 3.7631 4.4852 0.00 -0.01 0.00 0.09
H -0.7234 2.8284 0.3034 0.02 0.02 0.01 0.08
C -1.6611 -3.7916 2.8060 -0.09 -0.28 0.08 -0.24
C -2.1678 -5.0280 3.3590 0.06 0.23 -0.07 -0.19
C -1.9505 -0.8839 -2.0983 -0.07 0.00 0.13 -0.32
C -2.0261 -2.1493 -2.8602 -0.02 0.06 0.02 -0.05
C -3.0680 -7.5185 -6.1398 -0.03 -0.03 0.00 -0.09
H -3.6700 -0.0147 -6.3720 -0.04 -0.01 0.00 0.12
```
Forces are in eV/Å.

As for the energy above the lowest of the compared OMol25 structures with the same formula, charge and spin: 25.4 kcal/mol. Its frontier orbital gap is 2.0 eV. As for the charge: -1. The value obtained for the highest occupied orbital energy is -2.38 eV.

=====

Entry 3:
ORCA calculation (ωB97M-V/def2-TZVPD) on a molecular structure, C28H29IN2O5PdSSi in a non-equilibrium geometry.

Geometry as XYZ:
```
68
Properties=species:S:1:pos:R:3:forces:R:3:nbo_charge:R:1
C -3.4904 -1.2845 1.0525 0.01 0.01 -0.03 0.08
C 2.4544 1.0522 4.1889 0.27 0.03 0.08 -0.09
H -2.8449 -4.8622 -0.0489 0.00 -0.01 0.01 0.22
C -4.5373 -2.1836 1.1136 -0.01 0.01 -0.01 -0.26
C -1.9257 1.6268 0.9594 -0.09 0.07 -0.39 0.76
C -2.0362 -2.8851 0.2237 -0.02 0.01 -0.07 0.19
H 2.2494 -2.6180 3.7404 0.05 0.00 -0.04 0.44
C -6.3455 4.8637 3.3005 -0.02 0.01 0.01 0.24
O 1.2536 1.8569 0.8774 0.12 -0.50 0.08 -0.83
H -6.2297 5.8647 3.7200 -0.01 0.00 0.00 0.16
C 0.0093 4.3338 0.3352 -0.03 -0.05 0.02 -1.15
C 1.0299 -4.5618 -1.2086 -0.01 0.02 0.02 -0.23
H -3.3470 2.8484 -0.9350 -0.01 0.00 0.00 0.24
C -0.2744 -4.3473 -0.7955 0.06 0.00 -0.03 -0.19
C -4.8366 3.9290 0.1890 0.00 0.00 0.02 -0.27
H 0.7089 3.2967 -2.5998 0.01 0.02 0.01 0.25
H 2.9905 -3.6994 -1.3751 0.01 0.03 0.01 0.22
H -0.0666 4.3276 1.4251 -0.01 0.02 0.01 0.25
H 4.2919 -1.7732 4.4870 0.00 0.00 -0.01 0.23
C 1.1924 -0.9163 3.5969 0.49 0.43 0.18 0.09
Pd -0.3379 -0.4748 0.8323 -0.87 -0.13 0.60 0.93
C -5.2603 4.1773 1.4711 -0.02 0.01 -0.02 0.24
H 0.2610 5.3491 0.0214 0.00 0.00 -0.01 0.24
C -3.7260 3.0943 0.0473 0.02 -0.01 0.00 -0.17
Si 1.3216 3.1388 -0.2242 0.07 0.29 -0.29 1.91
C 2.9991 3.9302 -0.0690 -0.02 -0.01 0.07 -1.15
N -2.2800 -1.6283 0.6213 0.02 -0.09 0.15 -0.49
C -3.0428 -3.8476 0.2622 -0.01 0.04 0.00 -0.24
H -5.0886 -4.2297 0.7540 -0.01 0.01 0.00 0.22
H 1.6863 0.3380 -0.4487 -0.28 -0.08 0.00 0.21
H 3.0433 4.8342 -0.6823 -0.04 0.01 -0.01 0.24
C 0.2961 -2.1041 -0.0917 -0.09 -0.32 -0.03 -0.05
C -4.2993 -3.4903 0.7130 0.00 -0.02 -0.01 -0.15
O -5.2582 4.0444 3.7204 0.02 -0.01 -0.02 -0.49
C 3.5854 0.2640 4.4794 -0.15 0.16 -0.03 -0.25
H 2.1062 0.0661 1.3255 -0.22 -0.10 -0.07 0.21
O -6.3160 4.9450 1.8750 0.03 -0.01 -0.01 -0.48
O -1.2936 1.1855 1.9627 -0.10 -0.22 0.00 -0.75
C -0.6548 -3.1313 -0.2333 -0.09 0.08 0.01 -0.07
C 1.4471 0.5581 0.5985 0.67 0.64 0.34 -0.07
H -3.6178 -0.2524 1.3545 0.01 -0.01 0.03 0.21
H 2.3661 -1.5759 -0.3917 0.04 -0.04 0.03 0.25
H 1.9536 2.0653 -2.3705 0.00 -0.03 0.03 0.25
H -7.2871 4.4087 3.6151 0.00 0.01 0.00 0.16
H -5.3439 4.3563 -0.6641 0.00 0.01 0.00 0.23
I 4.4865 0.1994 0.0473 0.12 -0.01 0.07 -0.65
H 4.5160 0.7013 4.8053 0.00 0.01 -0.02 0.24
S -0.1787 -1.7518 3.0292 0.18 0.19 -0.69 -0.13
H 3.7940 3.2574 -0.3908 -0.01 -0.05 0.02 0.27
C 1.9659 -3.5515 -1.0581 -0.06 -0.04 -0.04 -0.18
O -1.6484 1.2535 -0.2080 0.30 -0.13 -0.17 -0.72
C 1.0410 2.4877 -1.9451 0.00 -0.07 0.05 -1.17
H 3.1985 4.2189 0.9655 0.01 0.01 0.00 0.24
H 2.5132 2.1269 4.3006 0.00 0.00 -0.03 0.23
H -3.0278 2.3876 3.3075 -0.01 0.00 0.00 0.25
C -3.5337 2.8176 2.4548 0.05 0.05 0.01 -0.24
H 0.2596 1.7250 -1.9415 -0.04 0.02 -0.03 0.26
H -5.5064 -1.8646 1.4689 -0.01 -0.01 0.00 0.23
H -0.9995 -5.1409 -0.9189 -0.02 0.01 0.00 0.20
C 3.4834 -1.0792 4.3144 -0.06 -0.14 -0.07 0.07
H -0.9720 4.0859 -0.0703 -0.01 -0.02 0.01 0.25
C -4.6243 3.6351 2.5749 0.01 -0.01 0.02 0.28
C -3.0836 2.5537 1.1519 0.03 -0.01 0.18 -0.18
H 1.3107 -5.5121 -1.6429 0.00 0.00 -0.01 0.21
H 0.4186 1.0717 3.4989 -0.03 0.06 0.01 0.28
C 1.5972 -2.3335 -0.4991 0.07 0.24 0.06 -0.29
N 2.3166 -1.6183 3.8857 -0.08 -0.04 0.04 -0.48
C 1.2872 0.4850 3.7603 -0.24 -0.35 -0.02 -0.26
```
Forces are in eV/Å.

As for the energy above the lowest of the compared OMol25 structures with the same formula, charge and spin: 5.5 kcal/mol. Its frontier orbital gap (alpha / beta) is 4.8 / 6.1 eV. The value obtained for the highest occupied orbital energy (alpha / beta) is -6.98 / -7.55 eV.